Entry 1:
Entry from OMol25: a 2-piece molecular cluster, C4H9NO3S overall (ωB97M-V/def2-TZVPD).

Summary:
- HOMO energy (eV) = -7.7011
- E_LUMO (eV) = 0.21
- maximum force (eV Å⁻¹) = 3.4

The geometry in ORCA input format:
```
! RIJCOSX wB97M-V def2-TZVPD def2/J DEFGRID3
* xyz 0 1
C -2.37 -0.79 -1.61
C 0.42 1.61 1.38
C 0.35 0.66 0.15
C 0.60 -0.82 0.42
N -0.32 -1.67 0.49
O 3.83 -0.88 -1.06
O -2.85 -1.11 -0.45
O 1.85 -1.22 0.60
S 3.21 -0.23 0.26
H -3.19 -0.43 -2.32
H 0.64 2.61 0.90
H 1.12 1.41 2.15
H -0.54 1.59 1.95
H 0.99 1.03 -0.57
H -0.64 0.53 -0.21
H -1.99 -1.31 0.07
H 4.52 -1.56 -0.81
H -0.22 -2.67 0.48
*
```


Entry 2:
Entry from OMol25: a 2-piece molecular cluster, C4H9NO4 overall (ωB97M-V/def2-TZVPD).

Summary:
- HOMO energy (eV) = -9.6855
- E_LUMO (eV) = -1.01
- maximum force (eV Å⁻¹) = 5.3
- structure (SMILES) = CN[C@@H](O)C(=O)O.C=O

The geometry in ORCA input format:
```
! RIJCOSX wB97M-V def2-TZVPD def2/J DEFGRID3
* xyz 0 1
C -0.02 -0.68 -1.58
N 0.08 -0.82 -0.14
C -0.62 0.12 0.64
O -0.66 1.45 0.20
C -2.13 -0.50 0.43
O -2.52 -1.47 1.00
O -2.85 0.28 -0.35
H 0.24 0.33 -1.93
H -1.02 -0.95 -1.91
H 0.66 -1.40 -2.04
H 1.24 -0.64 0.13
H -0.43 -0.01 1.71
H 0.15 1.88 0.54
H -2.34 1.09 -0.56
C 2.47 0.24 0.90
O 1.75 1.14 1.37
H 3.07 0.43 0.00
H 2.94 -0.48 1.58
*
```


Entry 3:
Entry from OMol25: C4H9NOP as an isolated structure (ωB97M-V/def2-TZVPD).

Summary:
- HOMO energy (eV) = -11.9865
- E_LUMO (eV) = -4.62
- maximum force (eV Å⁻¹) = 9.9

The geometry in ORCA input format:
```
! RIJCOSX wB97M-V def2-TZVPD def2/J DEFGRID3
* xyz 1 1
C -1.58 -1.54 0.16
C -0.17 -0.94 0.07
C 1.08 -1.64 0.27
C 0.46 1.46 -0.23
N -0.40 0.39 -0.19
O -2.59 -0.61 0.20
P -2.05 0.81 -0.18
H -1.79 -2.60 0.32
H 1.45 -2.19 -0.66
H 1.72 -0.81 0.54
H 0.99 -2.25 1.08
H 0.66 1.87 0.76
H 0.20 2.29 -1.00
H 1.44 1.00 -0.61
H -2.27 1.94 0.60
H -2.39 1.07 -1.50
*
```


Entry 4:
Entry from OMol25: one molecule with the formula C4H9NOS (ωB97M-V/def2-TZVPD).

Summary:
- HOMO energy (eV) = -9.2598
- E_LUMO (eV) = 0.73
- maximum force (eV Å⁻¹) = 2.3
- structure (SMILES) = NC(=O)CCCS

The geometry in ORCA input format:
```
! RIJCOSX wB97M-V def2-TZVPD def2/J DEFGRID3
* xyz 0 1
N -0.98 -1.87 -1.31
C 0.36 -1.46 -1.15
O 1.35 -2.19 -1.06
C 0.45 0.09 -1.16
C -0.70 0.81 -0.45
C -0.69 0.51 1.05
S 0.29 1.87 1.77
H -1.05 -2.83 -1.50
H -1.49 -1.53 -0.46
H 0.74 0.55 -2.11
H 1.36 0.33 -0.65
H -1.68 0.55 -0.87
H -0.60 1.94 -0.51
H -0.28 -0.45 1.41
H -1.72 0.73 1.33
H -0.26 1.86 2.92
*
```


Entry 5:
Entry from OMol25: one molecule with the formula C4H9NOS (ωB97M-V/def2-TZVPD).

Summary:
- HOMO energy (eV) = -7.9620
- E_LUMO (eV) = 0.56
- maximum force (eV Å⁻¹) = 4.8
- structure (SMILES) = CN(C)CC(O)=S

The geometry in ORCA input format:
```
! RIJCOSX wB97M-V def2-TZVPD def2/J DEFGRID3
* xyz 0 1
C -1.48 -0.46 0.91
N -0.31 -0.14 0.08
C -0.82 0.47 -1.21
C 0.76 0.44 0.81
C 2.11 -0.28 -0.24
O 1.67 -1.40 -0.67
S 3.42 0.69 -0.37
H -1.19 -0.64 1.90
H -2.13 0.45 1.02
H -2.00 -1.28 0.39
H -1.43 1.41 -1.03
H 0.09 0.80 -1.80
H -1.29 -0.18 -1.98
H 1.19 1.51 0.86
H 0.84 -0.07 1.81
H 0.57 -1.32 -0.47
*
```


Entry 6:
Entry from OMol25: one molecule with the formula C4H9NOS (ωB97M-V/def2-TZVPD).

Summary:
- HOMO energy (eV) = -9.0330
- E_LUMO (eV) = 0.67
- maximum force (eV Å⁻¹) = 2.4
- structure (SMILES) = NC(=O)CCCS

The geometry in ORCA input format:
```
! RIJCOSX wB97M-V def2-TZVPD def2/J DEFGRID3
* xyz 0 1
N -1.05 -2.76 0.30
C -0.12 -1.75 0.51
O 0.51 -1.71 1.55
C 0.26 -0.96 -0.72
C -0.64 0.29 -0.86
C -0.50 1.42 0.18
S 0.78 2.63 -0.22
H -0.99 -3.58 0.88
H -1.19 -3.02 -0.67
H 0.03 -1.51 -1.62
H 1.27 -0.61 -0.57
H -1.70 0.03 -0.75
H -0.57 0.70 -1.87
H -0.35 0.96 1.15
H -1.46 1.92 0.20
H 1.52 1.80 -0.97
*
```


Entry 7:
Entry from OMol25: a 2-piece molecular cluster, C4H9NOS overall (ωB97M-V/def2-TZVPD).

Summary:
- HOMO energy (eV) = -8.1581
- E_LUMO (eV) = -1.81
- maximum force (eV Å⁻¹) = 2.6

The geometry in ORCA input format:
```
! RIJCOSX wB97M-V def2-TZVPD def2/J DEFGRID3
* xyz 0 1
C 1.73 1.04 -0.28
N 1.06 0.03 -1.07
C 0.02 -0.62 -0.51
C -1.37 -0.35 -0.91
S -1.51 1.38 -0.43
C 0.31 -1.48 0.66
O -0.50 -2.22 1.15
H 2.38 1.69 -0.87
H 0.97 1.67 0.19
H 2.32 0.57 0.50
H 0.98 0.10 -2.07
H -2.20 0.59 2.14
H -1.60 -0.50 -1.96
H -2.02 -0.89 -0.24
H -1.96 0.56 2.85
H 1.39 -1.58 0.86
*
```


Entry 8:
Entry from OMol25: C4H9NOS as an isolated structure (ωB97M-V/def2-TZVPD).

Summary:
- HOMO energy (eV) = -8.9309
- E_LUMO (eV) = 0.87
- maximum force (eV Å⁻¹) = 3.9

The geometry in ORCA input format:
```
! RIJCOSX wB97M-V def2-TZVPD def2/J DEFGRID3
* xyz 0 1
C 0.23 0.94 -0.98
C 0.43 1.44 0.48
C -0.11 -0.54 -0.60
C 1.03 -1.46 -0.35
N -2.40 0.54 0.77
O -0.45 -0.69 2.15
S -0.84 0.10 1.01
H -0.71 1.46 -1.44
H 1.15 0.99 -1.62
H 1.35 1.09 0.99
H 0.21 2.41 0.48
H -0.92 -1.02 -1.26
H 0.71 -2.46 -0.20
H 1.50 -1.23 0.58
H 1.78 -1.33 -1.07
H -2.97 -0.27 1.07
*
```


Entry 9:
Entry from OMol25: one molecule with the formula C4H9NOS (ωB97M-V/def2-TZVPD).

Summary:
- HOMO energy (eV) = -8.2255
- E_LUMO (eV) = 0.76
- maximum force (eV Å⁻¹) = 3.2

The geometry in ORCA input format:
```
! RIJCOSX wB97M-V def2-TZVPD def2/J DEFGRID3
* xyz 0 1
C 0.11 -1.45 0.69
C -0.25 -0.60 1.96
C -0.42 0.35 -0.60
C -0.03 1.56 -1.55
N 0.62 -0.53 -0.35
O -2.66 0.49 1.20
S -1.23 0.88 1.36
H 0.73 -2.36 0.89
H -0.93 -1.69 0.34
H -0.79 -1.12 2.73
H 0.64 -0.19 2.30
H -1.19 -0.30 -1.09
H 0.68 1.25 -2.33
H 0.41 2.45 -1.11
H -1.00 1.86 -1.96
H 1.49 -0.13 0.04
*
```


Entry 10:
Entry from OMol25: a 2-piece molecular cluster, C4H9NOS overall (ωB97M-V/def2-TZVPD).

Summary:
- HOMO energy (eV) = -9.6647
- E_LUMO (eV) = -0.50
- maximum force (eV Å⁻¹) = 2.5

The geometry in ORCA input format:
```
! RIJCOSX wB97M-V def2-TZVPD def2/J DEFGRID3
* xyz 0 1
C -0.19 1.29 0.81
C -0.78 0.22 -1.30
C -1.54 -0.75 0.98
C -0.77 0.31 0.20
N 2.52 -1.25 -0.65
O 3.93 0.60 -0.04
S 2.63 0.05 0.17
H -0.34 1.53 1.82
H 1.54 -1.58 -0.53
H 0.21 2.15 0.35
H -1.51 -0.56 -1.64
H 0.24 -0.06 -1.67
H -0.94 1.18 -1.97
H -1.45 -1.60 0.34
H -1.04 -1.04 1.86
H -2.52 -0.48 1.27
*
```